Arrangement 1

{"formula": "C20H27NO5", "method": "wB97M-V/def2-TZVPD", "elements": ["C", "C", "O", "C", "C", "C", "N", "C", "O", "C", "O", "C", "C", "C", "C", "C", "C", "C", "C", "C", "O", "C", "C", "C", "C", "O", "H", "H", "H", "H", "H", "H", "H", "H", "H", "H", "H", "H", "H", "H", "H", "H", "H", "H", "H", "H", "H", "H", "H", "H", "H", "H", "H"], "positions_angstrom": [[7.84, 2.63, 1.34], [7.06, 1.35, 1.65], [5.68, 1.45, 1.36], [5.32, 1.40, -0.01], [5.38, 0.00, -0.61], [4.61, -1.03, 0.23], [3.21, -0.72, 0.32], [2.28, -1.32, -0.46], [2.54, -2.22, -1.24], [0.91, -0.81, -0.25], [0.75, 0.23, 0.63], [-0.57, 0.52, 0.63], [-1.20, 1.53, 1.35], [-2.56, 1.66, 1.21], [-3.28, 0.81, 0.35], [-2.65, -0.18, -0.39], [-1.27, -0.33, -0.25], [-0.27, -1.19, -0.82], [-0.45, -2.28, -1.82], [-3.56, -0.96, -1.31], [-3.90, -0.21, -2.46], [-4.80, -1.35, -0.48], [-5.48, -0.12, 0.15], [-5.92, -0.44, 1.58], [-6.69, 0.33, -0.68], [-4.62, 1.03, 0.21], [8.86, 2.53, 1.72], [7.89, 2.81, 0.27], [7.37, 3.48, 1.83], [7.51, 0.50, 1.12], [7.09, 1.15, 2.72], [4.29, 1.77, -0.04], [5.94, 2.08, -0.60], [6.42, -0.34, -0.69], [4.96, 0.03, -1.62], [4.69, -2.01, -0.23], [5.03, -1.06, 1.24], [2.93, 0.04, 0.91], [-0.63, 2.17, 2.01], [-3.11, 2.42, 1.75], [-0.96, -1.89, -2.70], [-1.06, -3.08, -1.40], [0.52, -2.67, -2.10], [-3.08, -1.86, -1.69], [-4.21, 0.66, -2.16], [-5.51, -1.87, -1.12], [-4.47, -2.03, 0.30], [-6.58, -1.30, 1.59], [-6.44, 0.42, 2.01], [-5.05, -0.65, 2.20], [-6.42, 0.43, -1.73], [-7.49, -0.41, -0.59], [-7.05, 1.29, -0.32]], "mulliken_charge": [-1.1961, -0.1852, -0.3468, -0.5300, -0.5945, -0.8937, -0.1351, 0.1862, -0.7124, 1.1693, -0.5890, -0.1793, -1.2008, -0.5163, 0.2860, 0.7218, 0.2264, 0.3101, -1.6693, 0.0879, -0.6316, -1.4894, 1.6613, -1.8281, -1.6996, -0.5579, 0.3950, 0.3073, 0.2874, 0.2573, 0.3170, 0.3961, 0.2320, 0.3251, 0.3782, 0.4107, 0.3289, 0.3526, 0.4542, 0.4739, 0.3864, 0.3411, 0.3498, 0.6089, 0.4630, 0.3925, 0.4407, 0.4074, 0.3950, 0.3992, 0.4093, 0.3941, 0.4032], "homo_energy_ev": -8.46, "homo_lumo_gap_ev": 8.96, "smiles": "CCOCCCNC(=O)c1oc2ccc3c(c2c1C)[C@H](O)CC(C)(C)O3", "lumo_energy_ev": 0.50}



Arrangement 2

{"formula": "C20H27NO5", "method": "wB97M-V/def2-TZVPD", "elements": ["C", "O", "C", "C", "C", "C", "C", "O", "C", "O", "C", "O", "C", "C", "C", "C", "O", "N", "C", "C", "C", "C", "C", "C", "C", "C", "H", "H", "H", "H", "H", "H", "H", "H", "H", "H", "H", "H", "H", "H", "H", "H", "H", "H", "H", "H", "H", "H", "H", "H", "H", "H", "H"], "positions_angstrom": [[2.02, -5.09, 0.74], [0.64, -4.83, 0.63], [0.22, -3.82, -0.16], [1.06, -3.02, -0.95], [0.52, -2.01, -1.70], [-0.85, -1.72, -1.67], [-1.33, -0.57, -2.45], [-0.81, -0.19, -3.47], [-2.50, 0.21, -1.84], [-2.11, 0.72, -0.57], [-2.79, 0.34, 0.53], [-3.71, -0.43, 0.51], [-2.21, 1.00, 1.76], [-1.51, -0.03, 2.66], [-0.39, -0.80, 1.97], [0.85, 0.04, 1.67], [1.83, 0.03, 2.38], [0.77, 0.77, 0.54], [1.87, 1.59, 0.06], [1.71, 1.89, -1.42], [0.56, 2.86, -1.69], [0.75, 4.15, -0.91], [0.84, 3.85, 0.59], [1.99, 2.89, 0.87], [-1.68, -2.53, -0.89], [-1.15, -3.57, -0.16], [2.11, -5.91, 1.45], [2.56, -4.22, 1.12], [2.44, -5.40, -0.22], [2.12, -3.19, -0.97], [1.16, -1.40, -2.33], [-2.73, 1.07, -2.49], [-3.39, -0.42, -1.73], [-1.51, 1.78, 1.46], [-3.03, 1.45, 2.31], [-1.12, 0.49, 3.54], [-2.26, -0.74, 3.00], [-0.76, -1.25, 1.06], [-0.06, -1.60, 2.64], [-0.07, 0.75, -0.02], [2.78, 1.00, 0.23], [1.54, 0.96, -1.97], [2.64, 2.33, -1.79], [-0.39, 2.40, -1.41], [0.51, 3.07, -2.76], [-0.08, 4.83, -1.10], [1.67, 4.64, -1.23], [-0.10, 3.40, 0.92], [0.98, 4.77, 1.15], [2.03, 2.64, 1.93], [2.93, 3.37, 0.60], [-2.75, -2.36, -0.86], [-1.79, -4.21, 0.43]], "mulliken_charge": [-0.8589, -0.4601, 0.9069, -0.3646, -0.8475, 0.4656, 0.1615, -0.6039, -1.0111, -0.2931, 0.3624, -0.6075, 0.2872, -1.1813, 0.9459, 0.1873, -0.7234, 0.8878, -0.1508, -0.9159, 0.0026, -1.0383, -0.0898, -1.0963, -0.2558, -0.6895, 0.2490, 0.3377, 0.3424, 0.4477, 0.4517, 0.3215, 0.6588, -0.3247, 0.4396, 0.4750, 0.4404, -0.8087, 0.4595, -0.6508, 0.4430, -0.0057, 0.5575, -0.1842, 0.4601, 0.4177, 0.3898, -0.1481, 0.3666, 0.4523, 0.4550, 0.4825, 0.4549], "homo_energy_ev": -9.00, "homo_lumo_gap_ev": 9.21, "smiles": "COc1ccc(C(=O)COC(=O)CCCC(=O)NC2CCCCC2)cc1", "lumo_energy_ev": 0.21}



The least stable of them is arrangement 1.



Arrangement 1

{"formula": "C2H3N3O", "method": "wB97M-V/def2-TZVPD", "elements": ["N", "C", "C", "N", "N", "O", "H", "H", "H"], "positions_angstrom": [[-1.30, 0.04, 0.43], [-0.37, -0.72, -0.27], [0.96, -0.12, -0.44], [1.39, 0.85, 0.32], [1.74, 1.70, 0.98], [-0.61, -1.83, -0.69], [-2.22, -0.37, 0.42], [-1.27, 1.04, 0.35], [1.68, -0.58, -1.10]], "mulliken_charge": [-0.4549, 0.4505, -0.1735, 0.4606, -0.5581, -0.5869, 0.2522, 0.2244, 0.3856], "homo_energy_ev": -9.22, "homo_lumo_gap_ev": 9.55, "lumo_energy_ev": 0.33}



Arrangement 2

{"formula": "C2H3N3O", "method": "wB97M-V/def2-TZVPD", "elements": ["O", "C", "N", "N", "N", "C", "H", "H", "H"], "positions_angstrom": [[-2.04, -0.44, -0.56], [-0.72, -0.22, -0.29], [0.16, -1.21, 0.04], [1.28, -0.54, 0.22], [1.24, 0.78, 0.08], [-0.02, 1.02, -0.25], [-1.62, -0.41, 0.63], [2.12, -1.00, 0.53], [-0.40, 2.03, -0.41]], "mulliken_charge": [-0.5300, 0.3384, -0.5316, 0.3666, -0.5303, -0.1722, 0.3872, 0.2468, 0.4251], "homo_energy_ev": -9.53, "homo_lumo_gap_ev": 9.95, "lumo_energy_ev": 0.41}



The least stable of them is arrangement 2.



Arrangement 1

{"formula": "C2H3N3O", "method": "wB97M-V/def2-TZVPD", "elements": ["C", "C", "H", "H", "H", "N", "N", "N", "O"], "positions_angstrom": [[-0.18, 0.94, -0.11], [-1.40, 0.21, -0.11], [2.41, -1.12, 0.66], [0.07, 2.01, 0.38], [-2.47, 0.56, -0.22], [0.71, -0.14, 0.01], [-1.26, -1.07, -0.28], [0.10, -1.26, 0.05], [2.03, -0.12, -0.38]], "mulliken_charge": [-0.2591, -0.1973, 0.4372, 0.2441, 0.3405, 0.7199, -0.3382, -0.4170, -0.5301], "homo_energy_ev": -9.60, "homo_lumo_gap_ev": 8.23, "lumo_energy_ev": -1.37}



Arrangement 2

{"formula": "C2H3N3O", "method": "wB97M-V/def2-TZVPD", "elements": ["O", "C", "N", "N", "C", "N", "H", "H", "H"], "positions_angstrom": [[2.05, 0.20, 0.20], [0.82, 0.41, -0.29], [0.02, 1.30, 0.26], [-1.12, 0.55, 0.33], [-0.93, -0.65, -0.23], [0.25, -0.72, -0.78], [2.41, -0.57, -0.26], [-1.88, 0.86, 0.91], [-1.57, -1.51, -0.09]], "mulliken_charge": [-0.4868, 0.7417, -0.6563, 0.1811, -0.1586, -0.5563, 0.3517, 0.2222, 0.3612], "homo_energy_ev": -9.08, "homo_lumo_gap_ev": 10.01, "lumo_energy_ev": 0.93}



Arrangement 3

{"formula": "C2H3N3O", "method": "wB97M-V/def2-TZVPD", "elements": ["O", "C", "C", "N", "N", "N", "H", "H", "H"], "positions_angstrom": [[0.26, 1.06, 1.80], [0.09, 0.34, 0.69], [0.04, -1.11, 0.56], [-0.29, -1.29, -0.75], [-0.28, -0.11, -1.32], [-0.17, 0.92, -0.47], [0.20, 2.00, 1.57], [0.79, -1.84, 0.02], [-0.67, -0.01, -2.24]], "mulliken_charge": [-0.4990, 0.6973, -0.4354, -0.4130, 0.2815, -0.5924, 0.3697, 0.3346, 0.2566], "homo_energy_ev": -9.39, "homo_lumo_gap_ev": 10.32, "smiles": "Oc1cn[nH]n1", "lumo_energy_ev": 0.93}



Arrangement 4

{"formula": "C2H3N3O", "method": "wB97M-V/def2-TZVPD", "elements": ["N", "C", "C", "N", "O", "N", "H", "H", "H"], "positions_angstrom": [[-0.21, -0.62, -2.03], [-0.07, -0.29, -0.61], [0.97, -0.46, 0.38], [0.70, 0.40, 1.42], [-0.42, 0.78, 1.17], [-0.94, 0.46, 0.07], [0.66, -1.45, -2.41], [-1.39, -1.01, -2.00], [1.87, -0.86, 0.18]], "mulliken_charge": [-0.5639, 0.4162, -0.4166, -0.2025, 0.0301, -0.3170, 0.3164, 0.3406, 0.3966], "homo_energy_ev": -9.90, "homo_lumo_gap_ev": 10.22, "smiles": "Nc1cnon1", "lumo_energy_ev": 0.33}



The least stable of them is arrangement 1.



Arrangement 1

{"formula": "C2H3N3O", "method": "wB97M-V/def2-TZVPD", "elements": ["C", "N", "N", "H", "H", "C", "N", "O", "H"], "positions_angstrom": [[-0.08, 0.14, 1.26], [-0.82, -0.83, 1.01], [-1.17, 0.44, 0.34], [0.67, 0.73, 1.75], [-2.05, 0.77, 0.68], [0.70, -0.37, -1.42], [1.75, -0.95, -1.34], [1.33, 0.37, -0.48], [-0.34, -0.30, -1.80]], "mulliken_charge": [0.3280, -0.4445, -0.4161, 0.3047, 0.2088, 0.4586, -0.3486, -0.3974, 0.3063], "homo_energy_ev": -9.14, "homo_lumo_gap_ev": 9.71, "smiles": "C1=NN1.C1=NO1", "lumo_energy_ev": 0.58}



Arrangement 2

{"formula": "C2H3N3O", "method": "wB97M-V/def2-TZVPD", "elements": ["C", "N", "C", "N", "N", "O", "H", "H", "H"], "positions_angstrom": [[0.17, -1.70, -0.37], [0.31, -0.41, 0.24], [0.24, 0.76, 0.03], [0.30, 1.99, -0.24], [-0.48, 2.93, 0.44], [-0.98, 2.53, 1.45], [-0.65, -1.71, -1.09], [1.11, -1.93, -0.87], [-0.01, -2.46, 0.40]], "mulliken_charge": [-0.6109, -0.2019, 0.5383, -0.2905, 0.0876, -0.3277, 0.2941, 0.2795, 0.2316], "homo_energy_ev": -9.76, "homo_lumo_gap_ev": 9.68, "smiles": "CN=C=NN=O", "lumo_energy_ev": -0.08}



The least stable of them is arrangement 1.



Arrangement 1

{"formula": "C2H3N3O", "method": "wB97M-V/def2-TZVPD", "elements": ["O", "C", "N", "N", "C", "N", "H", "H", "H"], "positions_angstrom": [[-0.03, -1.67, 1.23], [0.13, -0.94, 0.12], [1.27, -0.34, -0.14], [0.79, 0.88, -0.52], [-0.55, 0.88, -0.53], [-1.01, -0.31, -0.26], [-0.96, -1.89, 1.29], [1.42, 1.66, -0.58], [-1.17, 1.76, -0.54]], "mulliken_charge": [-0.4869, 0.7360, -0.6585, 0.1816, -0.1536, -0.5575, 0.3527, 0.2241, 0.3621], "homo_energy_ev": -9.10, "homo_lumo_gap_ev": 10.04, "lumo_energy_ev": 0.93}



Arrangement 2

{"formula": "C2H3N3O", "method": "wB97M-V/def2-TZVPD", "elements": ["O", "C", "N", "N", "C", "N", "H", "H", "H"], "positions_angstrom": [[1.79, 0.09, 0.88], [0.68, -0.13, 0.16], [0.48, -0.97, -0.79], [-0.82, -0.72, -1.25], [-1.33, 0.20, -0.51], [-0.42, 0.65, 0.46], [2.54, -0.14, 0.31], [-2.29, 0.68, -0.67], [-0.64, 0.40, 1.42]], "mulliken_charge": [-0.4854, 0.4426, -0.4190, -0.3059, -0.0114, -0.2760, 0.3773, 0.3914, 0.2863], "homo_energy_ev": -9.77, "homo_lumo_gap_ev": 10.39, "smiles": "Oc1nnc[nH]1", "lumo_energy_ev": 0.62}



The least stable of them is arrangement 1.



Arrangement 1

{"formula": "C2H3N3O", "method": "wB97M-V/def2-TZVPD", "elements": ["C", "C", "N", "N", "N", "O", "H", "H", "H"], "positions_angstrom": [[1.21, 0.01, -0.31], [-0.78, 0.06, 0.50], [2.05, 0.67, 0.66], [2.14, -0.54, 0.59], [-1.88, -0.46, -0.24], [-1.69, 0.94, -0.02], [1.22, 0.01, -1.49], [-0.56, -0.05, 1.57], [-1.71, -0.64, -1.26]], "mulliken_charge": [0.1973, 0.0992, -0.2194, -0.2371, -0.4129, -0.2805, 0.2836, 0.2877, 0.2820], "homo_energy_ev": -9.57, "homo_lumo_gap_ev": 9.75, "lumo_energy_ev": 0.18}



Arrangement 2

{"formula": "C2H3N3O", "method": "wB97M-V/def2-TZVPD", "elements": ["C", "N", "C", "N", "N", "O", "H", "H", "H"], "positions_angstrom": [[-1.02, -0.02, 0.01], [0.37, 0.24, -0.20], [1.40, -1.09, -0.20], [1.84, -2.12, 0.02], [1.04, 1.32, -0.11], [0.49, 2.40, 0.05], [-1.67, 0.70, -0.33], [-1.33, -1.01, -0.39], [-1.12, -0.41, 1.15]], "mulliken_charge": [-0.7586, 0.4684, 0.1992, -0.2783, -0.1111, -0.4557, 0.3350, 0.3053, 0.2958], "homo_energy_ev": -9.97, "homo_lumo_gap_ev": 9.57, "smiles": "CN(C#N)N=O", "lumo_energy_ev": -0.40}



The least stable of them is arrangement 1.